No. 1
Molecular formula: C10H14N2S2
Method: DFT, wB97M-V/def2-TZVPD

Last column: Mulliken charge in e.
Positions of all 28 atoms, in Å:
S: 1.3298 0.2155 0.2091  -0.045
S: 2.0403 -2.5585 -0.4168  -0.414
N: -0.1746 -1.8624 0.5550  -0.142
N: -4.2604 1.2961 -1.0404  -0.562
C: -2.2468 -0.2627 0.6173  0.956
C: 0.9359 -1.4496 0.0325  0.303
C: -3.9032 1.4394 0.3670  -0.083
C: -2.5507 -0.5334 -0.7466  -0.424
C: 3.6404 3.0699 0.4858  -0.798
C: -3.0054 0.7861 1.1252  -0.493
C: -3.4052 0.3395 -1.5207  -0.306
C: -1.1111 -1.0580 1.3583  -1.080
C: 3.0804 0.4659 -0.5525  -0.377
C: 3.0961 2.0507 -0.6117  -0.856
H: -4.4789 2.3830 0.8843  0.218
H: 4.1991 2.3579 1.2792  0.233
H: 4.0650 0.3802 0.2863  0.195
H: 3.9772 2.1791 -1.2094  0.365
H: -1.5063 -1.9533 2.0237  0.332
H: 2.8205 3.7840 1.2178  0.211
H: 3.4541 -0.0287 -1.5659  0.362
H: 4.6478 3.9245 -0.0370  0.241
H: -3.5176 0.3425 -2.5578  0.454
H: -0.3341 -2.9229 0.6720  0.286
H: 2.2242 2.4344 -0.9906  0.538
H: -0.7066 -0.3959 2.3901  0.262
H: -1.9708 -1.2953 -1.2100  0.426
H: -2.9333 1.1777 2.2095  0.197

Cartesian forces, eV/Å:
1.6227 0.6999 -1.0570
0.9718 -0.8659 -1.0430
-3.9307 -1.1792 1.9232
4.0284 -1.6184 4.2556
0.3471 -1.1616 -1.9788
2.7104 -0.2491 0.1616
-4.2952 3.9796 -2.1567
0.1952 1.8016 0.7501
1.4268 0.9083 2.9853
0.8593 0.3780 3.0606
-1.3045 0.4209 2.2555
-1.3005 -0.6954 4.0096
2.3937 1.3764 2.6852
2.8723 0.0316 0.6308
1.3494 -2.6302 -1.3390
-0.9151 1.9544 -1.5143
-3.1416 -0.8624 -2.1434
-0.1841 0.1703 -1.5584
-0.2875 2.0093 -1.3155
2.4214 -2.2548 -2.6207
-1.6322 0.8877 2.3030
-3.5387 -2.7501 1.7113
0.3655 -1.0487 -1.7090
0.8235 2.5198 -0.6466
-1.8893 0.9102 -1.5595
-0.3716 -1.4514 -3.5499
0.2032 -0.4097 -0.6921
0.2003 -0.8709 -1.8477

Calculated values
Net charge: 0
Largest force on an atom: 6.2 eV/A
Multiplicity: 1
E: -1295.09581 Ha



No. 2
Molecular formula: C27H40FN8O5PS
Method: DFT, wB97M-V/def2-TZVPD

Last column: Mulliken charge in e.
Positions of all 83 atoms, in Å:
S: 2.1547 1.8517 1.3191  1.079
P: 0.0425 3.4653 2.0788  0.807
F: 2.8456 1.5664 2.7856  -0.267
O: 3.1148 1.6109 0.2097  -0.549
O: 1.0644 0.8488 1.1915  -0.583
O: -1.1851 2.7596 1.1536  -0.449
O: 0.2206 2.7525 3.3973  -0.453
O: -0.4906 5.0234 2.3716  -0.480
N: -4.0411 2.8459 2.6004  0.099
N: -0.3921 -2.9481 -4.4313  0.034
N: 2.1705 -4.7638 -0.2722  0.129
N: -3.2021 1.1376 7.1971  0.065
N: -3.7436 -3.5688 -10.6926  0.041
N: 1.5888 3.4643 1.1766  -0.079
N: 6.3213 4.2505 1.9173  -0.698
N: 3.9588 -1.0906 1.6503  0.234
C: -6.1885 3.2204 2.1929  -0.623
C: 4.6856 -3.1617 1.9536  -0.469
C: 0.2565 -5.2106 -1.2959  -0.617
C: -2.3969 -2.6736 -9.1786  -0.098
C: 1.2244 -6.1594 -1.7111  -0.676
C: -0.6413 -2.3648 -3.2206  -0.368
C: -3.0529 -3.7889 -8.5989  -0.101
C: -2.8452 -2.5609 -10.4701  -0.770
C: 0.8700 -4.3650 -0.4052  -0.512
C: 4.8286 -2.8242 0.5825  -0.948
C: 2.4492 4.4527 1.9269  -0.606
C: -1.0810 -2.2836 -5.4100  -0.480
C: -2.0597 3.0095 6.8803  -0.573
C: 2.3951 -5.8588 -1.0596  -0.342
C: 3.9193 4.5781 1.3921  -0.827
C: -4.9146 3.6452 1.9127  -0.282
C: -1.5050 1.9965 6.0572  0.250
C: -2.2286 0.8514 6.2768  -1.036
C: 4.1433 -2.0708 2.5863  -0.490
C: -3.8800 -4.3192 -9.5560  -0.753
C: -1.7727 -1.2576 -4.8174  -0.363
C: 4.9724 3.6592 2.1060  -0.175
C: -6.0799 2.1269 3.0878  -0.545
C: -4.7436 1.9216 3.3227  -0.372
C: 4.3679 -1.5407 0.4272  -0.211
C: -3.1033 2.4493 7.5736  -0.543
C: -1.4932 -1.3088 -3.4275  -0.610
H: 3.5787 -0.1780 1.8324  0.134
H: -1.7313 4.0340 6.9564  0.390
H: -7.0968 3.6486 1.7994  0.381
H: -4.5501 -5.1627 -9.5271  0.357
H: 3.3651 -6.3280 -1.0901  0.375
H: 6.7643 3.7242 1.1654  0.271
H: -2.1364 -0.1379 5.8584  0.398
H: -2.4088 -0.5502 -5.3258  0.412
H: -0.7734 -5.1541 -1.6125  0.536
H: -3.0479 2.9232 2.5702  0.224
H: 0.4941 -3.5156 0.1423  0.523
H: -4.2332 1.1993 3.9392  0.346
H: -4.5554 4.4438 1.2836  0.335
H: -1.6777 -2.0256 -8.7029  0.396
H: 5.2228 -3.4515 -0.2021  0.485
H: 3.8746 -1.9087 3.6175  0.427
H: 1.0804 -6.9707 -2.4074  0.393
H: -0.1913 -2.7489 -2.3208  0.306
H: -3.8825 0.4858 7.5424  0.181
H: -1.2030 5.2407 1.7487  0.323
H: 2.8578 -4.3187 0.3162  0.205
H: 4.9487 -4.0969 2.4229  0.401
H: -0.6698 2.0949 5.3814  0.519
H: -2.6028 -1.8542 -11.2469  0.354
H: 2.3701 4.2430 3.0226  0.450
H: -1.8742 -0.6481 -2.6649  0.455
H: 4.7430 3.5348 3.1968  0.320
H: 0.2044 -3.7426 -4.5785  0.226
H: -6.8893 1.5550 3.5129  0.392
H: 3.9450 4.4590 0.2802  0.199
H: -3.7817 2.8694 8.2982  0.387
H: 4.9554 2.6149 1.6897  0.204
H: 1.9670 5.4536 1.7727  0.509
H: 6.8769 4.0406 2.7473  0.257
H: 4.2463 5.6330 1.5895  0.407
H: -4.2283 -3.7323 -11.5559  0.184
H: 4.2970 -0.9117 -0.4447  0.450
H: -1.0184 -2.5965 -6.4396  0.356
H: -0.8593 2.6278 0.2461  0.335
H: -2.9333 -4.1604 -7.5934  0.409

Cartesian forces, eV/Å:
-0.8499 -4.7965 -4.4391
-2.5347 -1.4653 3.0658
-0.7706 1.1997 -1.9622
-0.8642 1.6696 3.5894
1.8793 3.2390 1.3913
2.6875 1.8988 0.7797
-0.0749 1.6713 -2.8420
1.0066 -2.3206 -1.4290
-0.5579 0.0146 0.0608
-0.1210 0.0897 0.0093
-0.1081 -0.1323 -0.0180
0.0691 0.0634 -0.0005
0.0343 0.0451 0.1168
-0.8114 -0.8605 1.8941
-0.2094 -0.7344 0.2837
0.0894 -0.1912 -0.0024
0.0282 0.1765 -0.1156
-0.0749 -0.0428 0.1935
-0.1019 0.0775 0.0722
0.0370 0.1110 -0.1279
0.1554 -0.0910 -0.0557
0.0268 0.0901 0.0905
-0.1156 -0.1553 0.0163
0.0405 0.0150 -0.0333
0.0713 0.0282 0.0315
0.0062 0.0481 -0.1583
0.7513 1.4381 -0.1154
0.0299 0.0026 -0.0583
-0.1432 0.0202 0.1341
0.0268 0.0780 0.0222
0.0090 0.0582 0.5377
0.0511 -0.0174 -0.0239
0.0967 -0.1979 -0.0852
-0.0247 0.0150 -0.0393
-0.0286 0.0499 0.0320
0.0150 -0.0466 0.0012
-0.0043 -0.0308 -0.1740
-0.2645 -0.4668 -0.2703
0.1035 -0.1107 0.1045
0.0490 -0.0515 0.0111
-0.0097 0.0894 -0.0597
-0.0425 0.0362 -0.0030
0.0834 -0.0777 0.0820
0.1738 -0.3539 -0.0470
-0.0161 -0.0423 0.0027
0.0441 -0.0098 0.0155
0.0423 0.0306 0.0268
-0.0505 0.0030 -0.0201
0.0737 0.3465 0.1103
0.0265 0.0474 0.0052
0.0173 -0.0519 0.0047
0.0348 -0.0068 0.0286
0.2902 -0.1097 0.0432
0.0027 -0.0358 -0.0236
-0.0112 0.0584 -0.0021
-0.0608 -0.0289 -0.0018
-0.0405 0.0022 -0.0431
0.0156 0.0543 0.0189
0.0185 -0.0352 -0.0406
0.0078 0.0212 0.0448
-0.0011 0.0272 -0.0569
0.0243 0.0295 -0.0061
0.1042 0.1245 0.0598
-0.0338 0.0683 -0.0432
0.0045 0.0537 -0.0009
-0.1061 -0.0051 0.0449
0.0116 -0.0222 0.0528
0.3842 0.0663 -0.7829
0.0070 -0.0470 -0.0189
0.1119 0.4440 -0.8864
-0.0231 0.0141 0.0653
0.0390 0.0206 -0.0174
-0.0792 -0.0758 0.8911
0.0320 0.0051 -0.0459
-0.1690 0.9436 0.2926
0.2259 -1.0353 -0.0025
-0.0789 0.1678 -0.2759
-0.3176 -0.9136 -0.0634
0.0090 0.0139 0.0366
-0.0096 -0.0299 0.0374
-0.0200 0.0289 0.0400
-0.2877 -0.2311 0.0846
-0.0310 0.0273 -0.0336

Calculated values
Net charge: 0
Largest force on an atom: 6.6 eV/A
Multiplicity: 1
E: -2706.46131 Ha